Below is 5 unconnected molecules or ions with the total composition C5H20O5 at a distorted geometry, with properties calculated with wB97M-V/def2-TZVPD.

Structure (ORCA input):
```
! wB97M-V def2-TZVPD RIJCOSX def2/J DEFGRID3
* xyz 1 2
O 1.2342 -1.8139 -2.3768
O 0.4390 -0.6688 2.6592
O -3.0782 4.8130 -1.7746
O 2.4468 -1.2324 0.6175
O -1.4656 -0.5329 0.8072
C -1.3027 0.7238 0.0706
C -3.0871 3.4738 -2.1098
C 1.3144 -0.4736 -2.9036
C -0.4123 -1.3303 3.6128
C 3.2146 -2.4499 0.5816
H 4.0805 -2.4077 1.2423
H 3.5168 -2.7271 -0.4283
H 0.2341 -2.1784 3.8386
H 1.0281 -0.4635 -3.9553
H 1.7680 -1.8100 -1.5789
H -0.4419 0.7031 -0.5978
H 2.6525 -3.2257 1.1015
H -4.0062 2.9948 -1.7722
H -1.2489 -1.8824 3.1846
H -2.8869 4.8854 -0.8367
H -0.4320 -0.7792 4.5530
H -2.1865 0.8439 -0.5560
H -2.2665 2.9694 -1.5995
H 1.1722 -0.1650 3.0201
H 0.6555 0.1536 -2.3031
H -2.8582 3.1716 -3.1318
H 2.3606 -0.2110 -2.7470
H -0.7415 -0.6302 1.4300
H -1.3696 1.5494 0.7791
H 1.6668 -1.2998 1.1731
*
```

LUMO (alpha / beta) ... -2.72 / -10.12 eV
Largest force on an atom ... 3.63 eV/Å
Relative energy (zero: lowest compared OMol25 entry of this formula, charge and spin) ... 41.89 kcal/mol
HOMO energy (alpha / beta) ... -12.7 / -12.7 eV
Total energy ... -15733.374 eV
⟨S²⟩ ... 0.7552
Frontier orbital gap (alpha / beta) ... 10.0 / 2.6 eV

---

Below is 4 unconnected molecules or ions with the total composition C5H21N2O3S at a distorted geometry, with properties calculated with wB97M-V/def2-TZVPD.

Structure (ORCA input):
```
! wB97M-V def2-TZVPD RIJCOSX def2/J DEFGRID3
* xyz 1 1
S 0.1700 -2.3074 -1.5306
O 2.3948 -0.2129 0.7575
O -2.6791 -1.9989 1.3089
O -0.2694 -1.2697 3.3798
N -0.4888 0.8770 -0.5458
N -0.0327 1.1759 2.1559
C -0.1435 2.3697 1.2812
C 0.2753 2.0180 -0.1241
C 0.6494 -1.2792 -3.0653
C -0.5744 0.5780 -1.9472
C 0.7286 0.1674 -2.6200
H -2.7411 -2.9557 1.2387
H -3.5502 -1.6771 1.5677
H 2.4606 -1.0592 0.2815
H 0.8102 0.6841 -3.6099
H 0.4054 3.1755 1.7520
H 0.1303 -2.1480 3.4082
H -0.1955 -1.4882 -3.7478
H 0.8943 0.7315 1.9740
H 3.2296 -0.2951 1.2572
H -1.2001 2.7276 1.2569
H 1.5760 -1.4965 -3.5910
H 0.4475 -3.5278 -1.9112
H 1.3718 1.9709 -0.1613
H 0.0082 2.9084 -0.7325
H -1.1030 1.3993 -2.4914
H -1.5844 0.1071 -2.0469
H -0.4817 0.0270 -0.0021
H 1.5224 0.3951 -1.9578
H -0.0061 1.2980 3.1744
H -1.2201 -1.4274 3.2941
H -0.8043 0.5327 1.9969
*
```

LUMO ... -2.77 eV
Largest force on an atom ... 3.48 eV/Å
Relative energy (zero: lowest compared OMol25 entry of this formula, charge and spin) ... 40.22 kcal/mol
HOMO energy ... -11.8 eV
Total energy ... -25476.756 eV
Frontier orbital gap ... 9.1 eV

---

Below is 7 unconnected molecules or ions with the total composition C5H21NO6 at a distorted geometry, with properties calculated with wB97M-V/def2-TZVPD.

Structure (ORCA input):
```
! wB97M-V def2-TZVPD RIJCOSX def2/J DEFGRID3
* xyz 0 1
O 0.2039 2.9362 -2.3901
O -1.7590 0.6581 -0.9665
O 0.0531 4.4363 0.4059
O 1.5993 -1.3637 -2.9244
O 1.3509 2.1364 2.0776
O -0.6864 -1.1066 -2.8943
N 0.5919 -1.8206 2.8332
C -1.1323 -0.4235 1.8472
C -0.4100 -1.6506 1.8808
C 0.3193 -3.6687 0.4850
C -0.5402 -2.5147 0.7853
C -0.5639 0.5523 1.1009
H 2.4429 -1.1912 -3.3889
H -0.3465 -0.6799 -2.1307
H -2.2162 -0.0102 -1.5227
H -0.8113 1.5449 0.7436
H -1.2268 1.1689 -1.7675
H 1.7536 1.5994 2.8098
H 0.1409 3.9430 -2.2625
H 0.2280 3.5342 0.7228
H 1.3781 -2.3616 2.5763
H 1.7014 2.9709 2.2495
H 1.4230 -2.2738 -2.8368
H 1.0399 2.8529 -2.7611
H 0.4456 -1.8974 3.7799
H 0.3485 -4.0317 -0.5978
H -2.1081 -0.1990 2.4939
H -1.3142 -2.3204 -0.0500
H 0.4269 0.3322 0.7272
H -0.6687 4.2082 -0.2571
H -0.0353 -1.5533 -3.3167
H -0.2399 -4.6131 1.0437
H 1.3631 -3.6212 0.8512
*
```

LUMO ... 0.23 eV
Largest force on an atom ... 5.82 eV/Å
Relative energy (zero: lowest compared OMol25 entry of this formula, charge and spin) ... 115.16 kcal/mol
HOMO energy ... -7.4 eV
Total energy ... -19296.361 eV
Frontier orbital gap ... 7.7 eV
SMILES ... C=C/C(N)=C/C.O.O.O.O.O.O

---

Below is 6 unconnected molecules or ions with the total composition C5H21NO6S at a distorted geometry, with properties calculated with wB97M-V/def2-TZVPD.

Structure (ORCA input):
```
! wB97M-V def2-TZVPD RIJCOSX def2/J DEFGRID3
* xyz 0 1
S -2.3695 1.5017 2.1836
O 3.1090 -1.5550 -1.9536
O 0.6186 -1.2041 -0.7474
O -1.5551 -1.6335 -2.3886
O 0.1100 -2.9404 1.4619
O 3.8949 -0.0836 0.2384
O -3.3903 -0.4090 -0.7126
N 0.3266 0.1092 1.0249
C 0.6571 -0.0344 -0.2585
C -0.8244 2.2612 1.5756
C 1.0616 1.1256 -1.1125
C 0.3899 1.3609 1.7752
C -0.0818 1.5409 -2.0462
H -0.6543 3.1498 2.1908
H 0.1639 2.4621 -2.5703
H -2.7448 -0.8678 -1.3060
H 0.0272 -0.7216 1.5199
H -2.6371 0.7407 1.1125
H 2.1656 -1.4941 -1.6563
H -0.3243 0.7303 -2.7310
H 1.9319 0.8522 -1.7047
H 0.2090 -2.5135 0.5698
H -0.6856 -1.5825 -1.9289
H -1.0109 1.7288 -1.4999
H -4.0593 -1.0825 -0.5393
H 4.8517 -0.0222 0.2818
H 0.9635 -3.3342 1.7014
H 1.2909 1.9077 1.4868
H 3.6714 -0.6309 -0.5473
H 1.3908 1.9617 -0.4984
H -1.4178 -1.1785 -3.2320
H -0.9443 2.5669 0.5377
H 0.4742 1.1016 2.8278
H 3.3341 -2.5032 -1.9925
*
```

LUMO ... 0.49 eV
Largest force on an atom ... 1.46 eV/Å
Relative energy (zero: lowest compared OMol25 entry of this formula, charge and spin) ... 6.18 kcal/mol
HOMO energy ... -9.1 eV
Total energy ... -30137.665 eV
Frontier orbital gap ... 9.5 eV
SMILES ... CCC(=O)NCCS.O.O.O.O.O

---

Below is 7 unconnected molecules or ions with the total composition C5H21NO8 at a distorted geometry, with properties calculated with wB97M-V/def2-TZVPD.

Structure (ORCA input):
```
! wB97M-V def2-TZVPD RIJCOSX def2/J DEFGRID3
* xyz 0 1
O 3.0098 0.9336 0.7677
O -0.3657 2.7475 -2.6431
O 1.8832 0.8220 -1.9966
O -1.6710 2.0513 -0.3751
O 2.2365 -3.7180 -0.2973
O 1.2555 2.8599 0.0082
O -2.3074 -0.5057 -0.0382
O -1.7353 -3.1944 0.4230
N -0.4365 -1.2501 -0.9127
C -1.0473 -0.6861 0.2376
C 1.1654 -3.1551 -0.5564
C -1.2719 -0.4644 2.6413
C 0.9945 -1.7680 -0.8566
C -0.4406 -0.1012 1.4276
H -0.7834 2.4917 -1.7475
H -2.1698 1.4238 0.1862
H 0.6601 -0.5222 1.7232
H -2.0806 2.8115 -0.5850
H 2.3083 1.5822 0.4671
H -1.9911 -1.3724 2.6058
H -2.5019 -2.5965 0.2655
H 0.9793 3.5546 0.5850
H 1.3502 1.4796 -2.4482
H 0.2871 -3.8415 -0.7767
H -0.3570 0.9769 1.3478
H -0.8184 2.1463 -3.2118
H -1.9609 -3.4172 1.3563
H -0.5780 -0.6382 3.4139
H 2.3682 1.3587 -1.3964
H 1.6621 -1.2643 -0.1495
H 3.6255 1.3329 1.4395
H 0.4726 2.2386 -0.1733
H -0.9627 -1.1217 -1.7814
H 1.2355 -1.5724 -1.8922
H -2.0142 0.3785 2.9424
*
```

LUMO ... 0.05 eV
Largest force on an atom ... 7.82 eV/Å
Relative energy (zero: lowest compared OMol25 entry of this formula, charge and spin) ... 87.12 kcal/mol
HOMO energy ... -9.3 eV
Total energy ... -23393.762 eV
Frontier orbital gap ... 9.4 eV
SMILES ... CCC(=O)NCC=O.O.O.O.O.O.O

---

Below is 5 unconnected molecules or ions with the total composition C5H22N2O4 at a distorted geometry, with properties calculated with wB97M-V/def2-TZVPD.

Structure (ORCA input):
```
! wB97M-V def2-TZVPD RIJCOSX def2/J DEFGRID3
* xyz 0 1
O -1.8741 -0.8258 2.4259
O -2.7242 1.7901 2.0091
O 1.6332 -2.6775 2.4230
O -0.6590 2.8955 0.7894
N 2.2902 -0.5309 0.7433
N -0.8796 -0.9412 -0.3394
C -0.0922 -0.8123 -3.1397
C 1.0550 1.2861 -2.8843
C 0.2922 -0.0346 -0.7536
C 1.6557 -0.8148 -0.6201
C 0.0017 0.4324 -2.2094
H -0.4336 -0.4666 -4.1480
H 0.7110 1.6628 -3.8219
H -3.3640 2.0287 2.6327
H -1.0214 1.0037 -2.2621
H -2.1192 -1.1085 3.3153
H 1.7384 -2.6541 1.4416
H -0.7545 -1.4922 -2.6750
H 2.0560 0.6769 -3.0483
H -1.0647 -1.6731 -1.0014
H -2.4303 0.9228 2.0260
H 1.7049 0.0779 1.3863
H -1.5333 2.9723 1.1392
H 2.4353 -0.6162 -1.4232
H 1.1828 2.2592 -2.4197
H 3.2594 -0.3037 0.6868
H -0.2302 3.4892 1.4517
H 1.5810 -1.9808 -0.6860
H 1.9534 -1.7878 2.6462
H 0.2267 0.8039 -0.1149
H -1.6843 -0.5085 -0.0647
H 0.7282 -1.4295 -3.3501
H -1.2977 -1.3712 1.9255
*
```

LUMO ... 0.66 eV
Largest force on an atom ... 4.33 eV/Å
Relative energy (zero: lowest compared OMol25 entry of this formula, charge and spin) ... 56.36 kcal/mol
HOMO energy ... -8.9 eV
Total energy ... -16710.637 eV
Frontier orbital gap ... 9.6 eV
SMILES ... CC(C)[C@@H](N)CN.O.O.O.O

---

> Which of these has the highest total energy?

C5H20O5

---

> Among the records above, which one has the highest relative energy (zero: lowest compared OMol25 entry of this formula, charge and spin)?

C5H21NO6